# 1
DFT (ωB97M-V/def2-TZVPD) results for a 6-piece molecular cluster, C16H49N4O7 overall in a non-equilibrium geometry.

For the HOMO energy (spin up / spin down), the calculation gives -14.12 / -14.12 eV. The gap between HOMO and LUMO (spin up / spin down) is 0.330 / 0.087 Eh. Its spin multiplicity is 2. The LUMO energy (spin up / spin down) comes out at -5.133 / -11.754 eV. The charge is +2.

```
76
C16H49N4O7 ωB97M-V/def2-TZVPD
N -5.73 -1.69 10.59
H -6.53 -1.78 9.99
H -4.98 -2.30 10.30
H -5.96 -2.04 11.51
H -5.45 -0.72 10.68
C -6.28 2.16 13.88
C -5.29 1.85 12.69
O -5.99 1.15 11.62
O -7.34 3.01 13.47
H -5.90 2.62 14.79
H -6.76 1.24 14.24
H -4.35 1.34 12.90
H -5.12 2.86 12.32
H -6.94 1.18 11.74
H -8.17 2.83 13.92
C -6.83 -3.41 13.73
C -7.23 -2.49 14.94
O -6.27 -1.37 14.95
O -7.39 -2.89 12.50
H -7.31 -4.37 13.91
H -5.76 -3.42 13.49
H -7.26 -3.15 15.81
H -8.19 -2.00 14.77
H -5.44 -1.69 15.30
H -8.34 -2.94 12.59
C -9.93 -2.63 8.77
C -8.39 -2.51 8.79
C -7.68 -2.58 7.39
O -6.34 -2.75 7.61
C -5.53 -2.68 6.40
N -8.14 -1.21 9.44
H -10.05 -3.61 8.30
H -10.42 -1.98 8.06
H -10.48 -2.68 9.71
H -7.93 -3.32 9.35
H -7.78 -1.65 6.83
H -7.87 -3.38 6.68
H -4.47 -2.84 6.61
H -5.68 -1.85 5.71
H -5.90 -3.51 5.80
H -8.07 -0.47 8.76
H -9.00 -0.90 9.88
C -3.12 2.38 10.19
C -3.08 0.96 9.68
C -2.42 -0.12 10.67
O -1.00 0.06 10.81
C -0.45 -0.74 11.81
N -4.33 0.45 9.36
H -4.02 2.95 9.96
H -2.15 2.81 9.93
H -3.06 2.44 11.28
H -2.52 0.93 8.74
H -2.50 -1.11 10.22
H -2.96 -0.04 11.61
H -0.80 -1.78 11.85
H -0.50 -0.27 12.80
H 0.59 -0.91 11.53
H -4.50 0.88 8.46
H -5.03 0.95 9.91
C -2.82 -4.53 11.94
C -2.87 -4.43 10.47
C -2.46 -5.69 9.74
O -2.73 -5.43 8.32
C -2.02 -6.33 7.48
N -4.21 -3.92 10.02
H -3.18 -3.63 12.45
H -1.77 -4.72 12.16
H -3.38 -5.38 12.32
H -2.21 -3.60 10.23
H -2.98 -6.57 10.09
H -1.42 -5.91 9.98
H -1.99 -5.87 6.49
H -2.58 -7.26 7.63
H -0.99 -6.42 7.83
H -4.20 -4.09 9.02
H -4.70 -4.74 10.36
```

# 2
DFT (ωB97M-V/def2-TZVPD) results for a 14-piece molecular cluster, C3H36NO14S2 overall in a non-equilibrium geometry.

For the HOMO energy, the calculation gives -11.48 eV. The gap between HOMO and LUMO is 0.330 Eh. The LUMO energy comes out at -2.495 eV. The charge is +1.

```
56
C3H36NO14S2 ωB97M-V/def2-TZVPD
N 2.03 -1.50 0.67
C 1.02 -0.47 1.00
C 0.24 0.07 -0.09
O -0.94 -0.69 -0.24
C 1.78 0.67 1.70
S 2.21 0.26 3.45
S 0.73 0.79 4.78
H 1.53 -2.29 0.06
H 2.29 -2.00 1.44
H 2.88 -1.27 0.12
H 0.35 -1.04 1.60
H 0.72 0.14 -1.12
H -0.14 1.13 0.18
H -1.68 -0.40 0.40
H 2.78 0.84 1.19
H 1.08 1.65 1.56
H 0.24 -0.52 4.95
H -2.12 1.49 1.53
H -1.81 2.93 2.23
O -1.80 2.34 1.41
H -1.08 -3.90 3.33
H -0.13 -3.12 2.32
O -0.56 -3.02 3.15
H -2.20 3.77 -1.72
H -2.10 2.66 -0.58
O -1.99 2.86 -1.51
H -1.52 0.97 -2.40
H -0.88 1.28 -3.77
O -1.12 0.61 -3.11
H 1.82 1.39 -2.66
H 1.75 2.58 -1.65
O 2.37 2.04 -2.24
H -3.23 -0.19 1.79
H -2.17 -1.25 2.32
O -2.36 -0.33 2.08
H 1.77 -0.25 -4.09
H 0.45 -0.33 -3.20
O 1.48 -0.24 -3.22
H -0.36 3.05 0.75
H 0.24 4.39 1.33
O 0.33 3.69 0.77
H 4.31 -2.28 -1.99
H 2.72 -1.90 -2.05
O 3.37 -2.54 -1.98
H -4.37 0.02 -0.58
H -5.36 0.28 0.65
O -4.47 0.35 0.35
H 3.26 0.67 -1.48
H 4.26 0.87 -0.34
O 3.59 0.28 -0.66
H -2.48 -1.07 -2.42
H -3.32 -2.39 -2.00
O -3.05 -1.53 -1.75
H -0.50 -2.39 -0.25
H 0.00 -4.07 -0.20
O 0.12 -3.11 0.20
```

# 3
DFT (ωB97M-V/def2-TZVPD) results for C3H10FNP as an isolated structure in a non-equilibrium geometry.

For the HOMO energy, the calculation gives -14.23 eV. The gap between HOMO and LUMO is 0.366 Eh. The LUMO energy comes out at -4.258 eV. The charge is +1.

```
16
C3H10FNP ωB97M-V/def2-TZVPD
C -1.41 0.83 1.04
C 1.41 0.52 1.58
C 0.45 -0.54 -1.81
N -0.62 -1.09 -2.31
F -0.15 -1.54 1.04
P 0.13 0.06 0.42
H -2.00 0.19 1.67
H -1.17 1.77 1.60
H 1.07 0.94 2.52
H 2.04 -0.25 1.88
H 2.18 1.22 0.98
H 1.44 -1.10 -1.67
H 0.68 0.47 -2.25
H -0.79 -2.05 -2.15
H -1.88 1.06 0.08
H -1.37 -0.49 -2.63
```

no.,total energy (a.u.)
1,-1383.8941
2,-2040.1181
3,-616.0032